No. 1
The following is a DFT calculation (the ωB97M-V functional and the def2-TZVPD basis) of 8 unconnected molecules or ions with the total composition C5H28N2O7S in a non-equilibrium geometry.

```
43
Properties=species:S:1:pos:R:3:mulliken_charge:R:1
C 2.27120 0.72562 -0.91627 -1.58
C 1.08501 0.39818 0.05465 1.42
C 0.25951 1.73077 0.12983 -0.93
C -0.81381 1.79135 -0.90976 -0.27
S -2.04918 3.12759 -0.94170 -0.29
N 1.63384 -0.06706 1.29593 -0.42
C 0.84280 -0.79140 2.30977 -0.87
N -0.36141 -0.24409 2.92950 -0.48
H 3.16114 0.93875 -0.33545 0.40
H 1.94590 1.48893 -1.61824 0.37
H 2.48839 -0.16395 -1.51250 0.36
H 0.49108 -0.36024 -0.45656 -0.44
H -0.17523 1.68981 1.14060 0.61
H 0.80131 2.67009 0.26902 0.38
H -1.43937 0.93994 -1.16575 -0.14
H -0.28805 1.79675 -1.86816 0.46
H -1.26136 4.06672 -0.39238 0.13
H 2.32190 0.46073 1.79796 0.46
H 0.56586 -1.71754 1.80209 0.47
H 1.55159 -1.02469 3.10338 0.34
H -0.26985 0.71604 3.21579 0.34
H -1.20771 -0.42489 2.41374 0.28
H 3.48919 -3.84301 0.60232 0.30
H 2.18292 -4.28041 -0.14012 0.32
O 3.07377 -3.94916 -0.25570 -0.64
H -2.53466 0.86718 1.31072 0.26
H -3.78570 1.57821 0.71629 0.27
O -3.34709 0.73173 0.82137 -0.69
H -0.14965 -2.69037 -0.62096 0.33
H -1.37221 -2.65111 0.19295 0.34
O -0.47089 -3.00727 0.23829 -0.64
H -1.76641 -1.61607 -2.02448 0.41
H -0.61047 -0.94910 -2.80175 0.33
O -1.07956 -1.78819 -2.68789 -0.70
H 1.61847 2.59760 3.68077 0.26
H 1.12878 1.69323 2.40533 -0.02
O 1.64729 2.42769 2.73917 -0.67
H -3.15053 -0.63391 -0.14791 0.36
H -3.37716 -2.20972 -0.36423 0.26
O -2.78529 -1.47204 -0.49045 -0.65
H -0.64582 0.10710 -4.84001 0.28
H 0.34633 1.11200 -4.45317 0.29
O 0.03515 0.22822 -4.22602 -0.62
```

Kohn-Sham gap = 8.9 eV
LUMO level = 0.0085 Ha
Structure (SMILES) = C[C@H](CCS)NCN.O.O.O.O.O.O.O
E_HOMO = -8.626 eV
Energy above the lowest of the compared OMol25 structures with the same formula, charge and spin = 86.75 kJ/mol
Electronic energy = -33786.5014 eV



No. 2
The following is a DFT calculation (the ωB97M-V functional and the def2-TZVPD basis) of CH3NO3S in the gas phase in a non-equilibrium geometry.

```
9
Properties=species:S:1:pos:R:3:mulliken_charge:R:1
C -0.76823 -0.63587 -0.67722 -0.12
N 1.43769 -0.40060 0.12706 0.01
O 0.60143 -1.10019 -0.48308 -0.08
O -0.81153 0.71824 -0.36858 -0.25
O -1.65833 1.07899 0.65888 -0.54
S 1.16863 0.94291 0.98375 0.21
H -0.90910 -0.54443 -1.73062 0.26
H -1.43919 -1.09848 -0.06320 0.33
H 2.37863 1.03944 1.55301 0.18
```

Kohn-Sham gap (spin up / spin down) = 6.8 / 4.1 eV
LUMO level (spin up / spin down) = -0.0570 / -0.0968 Ha
E_HOMO (spin up / spin down) = -8.364 / -6.708 eV
Energy above the lowest of the compared OMol25 structures with the same formula, charge and spin = 922.20 kJ/mol
Electronic energy = -19543.7567 eV



No. 3
The following is a DFT calculation (the ωB97M-V functional and the def2-TZVPD basis) of a molecular structure, C24H47F10InN5O8 in a non-equilibrium geometry.

```
95
Properties=species:S:1:pos:R:3:mulliken_charge:R:1
C -0.89166 2.23456 2.48687 -1.01
C -1.63138 2.73288 1.21485 0.02
O -0.88485 2.42443 0.06522 -0.79
In -1.56942 0.74171 -0.93576 1.38
F -1.54183 -0.87772 0.33627 -0.78
C -3.63255 1.21410 -1.68204 -1.37
C -4.53294 -0.02979 -1.92625 -0.63
C -5.78668 -0.08476 -1.07589 0.83
F -6.27667 1.14830 -0.88240 -0.33
F -6.78892 -0.76514 -1.66496 -0.34
C -5.54189 -0.66664 0.35176 0.37
F -4.39780 -0.28882 0.83962 -0.22
F -6.47809 -0.12058 1.15795 -0.36
C -5.73563 -2.20295 0.51200 0.94
F -5.35356 -2.49076 1.76613 -0.31
F -7.00593 -2.52558 0.44992 -0.31
C -4.88016 -3.12029 -0.38667 0.43
F -5.12752 -4.37812 0.01774 -0.26
F -3.61898 -2.92814 -0.23362 -0.22
F -5.19379 -3.07041 -1.65775 -0.26
C -0.08903 0.26953 -2.57331 -0.95
O 1.07251 1.09619 -2.33937 -0.23
O 2.18148 0.29113 -2.06174 -0.36
H -1.56602 1.68312 3.14837 0.28
H -0.01378 1.65868 2.20369 0.23
H -0.53204 3.09840 3.05831 0.32
H -1.65969 3.83585 1.27804 0.36
H -2.68047 2.39402 1.17638 0.00
H -4.05966 1.94161 -0.99261 0.41
H -3.48489 1.71217 -2.64176 0.43
H -3.92161 -0.91854 -1.76542 0.20
H -4.85407 -0.06770 -2.97055 0.54
H 0.23767 -0.76480 -2.46386 0.39
H -0.51197 0.43529 -3.56896 0.28
H 2.15882 0.12773 -1.10662 0.30
C 5.79277 -0.54306 -2.52888 -1.27
C 5.71508 -0.52505 -1.02151 0.78
O 5.14047 -1.39990 -0.38689 -0.69
N 6.30651 0.51197 -0.37942 -0.12
C 7.01703 1.64200 -0.96100 -0.76
H 5.27371 -1.41899 -2.90690 0.29
H 5.31397 0.34705 -2.93840 0.32
H 6.83391 -0.58788 -2.85408 0.42
H 6.21747 0.46743 0.62329 0.21
H 8.04158 1.65817 -0.57940 0.25
H 6.50617 2.56227 -0.66167 0.39
H 7.04160 1.58322 -2.04444 0.27
C 6.11904 6.59384 -1.77151 -1.21
C 5.49616 5.26601 -1.42248 0.84
O 6.07915 4.41860 -0.75794 -0.75
N 4.23732 5.02341 -1.87321 -0.11
C 3.38839 5.88990 -2.66621 -0.91
H 7.11152 6.64701 -1.34850 0.25
H 6.19470 6.69796 -2.85793 0.47
H 5.52513 7.40451 -1.36216 0.22
H 3.87673 4.11892 -1.60498 0.19
H 2.46733 6.09041 -2.11606 0.29
H 3.13384 5.38585 -3.60010 0.29
H 3.87884 6.83090 -2.89316 0.36
C -4.08427 -6.29861 3.35603 -0.91
C -4.81431 -7.57081 3.71598 0.72
O -4.32119 -8.42708 4.43299 -0.67
N -6.06616 -7.73857 3.20580 -0.16
C -6.80708 -6.83790 2.34240 -0.48
H -3.10720 -6.30341 3.82984 0.30
H -3.94699 -6.22969 2.27574 0.10
H -4.63834 -5.42816 3.70976 0.34
H -6.50071 -8.60500 3.48180 0.21
H -7.73758 -6.55302 2.83675 0.30
H -7.04596 -7.35751 1.41223 0.26
H -6.23869 -5.94254 2.11281 0.00
C 7.15702 8.11182 2.94600 -1.38
C 6.44434 8.29066 1.62753 0.75
O 6.75739 7.66242 0.62906 -0.54
N 5.42167 9.18920 1.58634 -0.14
C 4.91265 10.01676 2.66360 -0.88
H 7.94048 7.36939 2.82691 0.29
H 7.61170 9.05192 3.26274 0.38
H 6.46053 7.76376 3.71003 0.37
H 4.98576 9.26297 0.68074 0.20
H 3.85853 9.78589 2.82665 0.29
H 5.00117 11.06785 2.38205 0.29
H 5.45724 9.85104 3.58671 0.34
C -1.86519 -9.43856 -0.28458 -1.17
C -2.46503 -9.28937 -1.66219 0.70
O -2.13894 -10.00517 -2.59617 -0.66
N -3.39825 -8.31429 -1.83349 -0.09
C -3.90721 -7.37806 -0.84765 -0.60
H -1.14242 -10.24896 -0.29838 0.29
H -1.35388 -8.52056 0.00843 0.34
H -2.64114 -9.67578 0.44500 0.33
H -3.75981 -8.26380 -2.77293 0.22
H -4.98730 -7.51334 -0.75753 0.26
H -3.70848 -6.36035 -1.18502 0.29
H -3.44780 -7.52668 0.12396 0.07
```

Kohn-Sham gap = 6.8 eV
LUMO level = 0.0677 Ha
Total charge = -1
E_HOMO = -4.928 eV
Electronic energy = -81830.0306 eV



No. 4
The following is a DFT calculation (the ωB97M-V functional and the def2-TZVPD basis) of a molecular structure, C2H5BrClN in a non-equilibrium geometry.

```
10
Properties=species:S:1:pos:R:3:mulliken_charge:R:1
C -0.95856 0.57220 -0.99613 -0.66
C 0.67474 -1.17550 1.43936 -0.25
N -0.08467 0.92931 0.11864 -0.70
Cl 1.72563 -0.23688 2.25338 0.03
Br 1.44616 -2.57969 0.48318 -0.01
H -0.48693 -0.16127 -1.54495 0.28
H -1.98544 0.31816 -0.49742 0.26
H -1.14015 1.39528 -1.77345 0.24
H -0.09475 0.18213 0.81179 0.55
H 0.90397 0.75626 -0.29439 0.26
```

Kohn-Sham gap = 7.7 eV
LUMO level = -0.0432 Ha
E_HOMO = -8.870 eV
Energy above the lowest of the compared OMol25 structures with the same formula, charge and spin = 442.15 kJ/mol
Electronic energy = -86205.8670 eV